Density functional theory data (ωB97M-V/def2-TZVPD) for the molecule C10H11NOS at a distorted geometry.

Geometry as XYZ:
```
24
Properties=species:S:1:pos:R:3:lowdin_charge:R:1
C 2.39 -1.31 0.22 -0.09
C 2.52 0.26 0.35 -0.22
C 1.34 1.07 0.43 -0.32
C 1.22 2.34 0.76 -0.31
S -0.28 3.06 0.13 0.93
C -0.74 1.70 -0.89 -0.45
C -2.03 1.36 -1.06 -0.23
O -3.20 1.16 -1.21 0.14
C 0.19 0.50 -0.47 -0.26
N -0.48 -0.57 0.34 0.02
C -1.64 -0.01 0.96 0.02
C -1.87 -0.89 0.00 -0.23
C -2.72 -1.93 -0.51 -0.02
H 3.39 -1.64 0.00 0.05
H 1.59 -1.57 -0.43 0.04
H 2.28 -1.87 1.21 0.09
H 3.18 0.52 -0.53 0.14
H 3.13 0.54 1.17 0.10
H 1.88 3.08 1.16 0.07
H 0.73 0.09 -1.33 0.13
H -2.10 0.88 1.33 0.12
H -2.44 -2.26 -1.47 0.08
H -3.76 -1.73 -0.39 0.08
H -2.60 -2.76 0.22 0.11
```

energy relative to the best compared isomer or geometry (same formula, charge and spin) = 170.9 kcal per mole
orbital gap = 7.7 eV
total energy = -24914.1600 eV
LUMO energy = 0.165 eV
2S+1 = 1